Record 1
73
Properties=species:S:1:pos:R:3:forces:R:3 method="wB97M-V/def2-TZVPD" molar_mass_da=980.8 gap_ev=6.903 homo_energy_ev=-7.64 lumo_energy_ev=-0.736
La -11.02434 -14.89766 -9.30829 0.4393 0.5300 0.4518
N -10.78663 -18.30084 -11.29497 1.6707 -2.1094 -1.0706
C -9.85955 -18.16135 -10.30557 0.0708 1.0673 -0.1749
N -8.88739 -19.03370 -10.15708 -0.3776 0.2705 0.0863
N -8.11443 -18.48249 -9.23264 0.7726 0.7054 0.9655
N -8.59046 -17.32571 -8.85425 1.6205 -0.7343 0.8234
N -9.69673 -17.05813 -9.51839 -1.2366 -1.1045 -1.2700
C -11.88798 -17.57530 -11.43700 -2.0517 1.5504 0.7632
N -12.84112 -17.78499 -12.33220 0.3489 0.8330 0.9166
N -13.74270 -16.80880 -12.03593 -0.8702 -0.0144 -1.0547
N -13.38759 -16.07600 -11.06339 0.0079 -0.1867 0.1555
N -12.20130 -16.53246 -10.58594 0.6076 -1.4265 -1.4294
H -10.51402 -19.00321 -12.01047 -0.7455 0.8309 0.8607
Cl -18.10726 -11.33414 -8.54281 1.4485 -0.3952 -0.5013
C -16.47470 -12.14015 -8.54901 -1.5591 0.1519 -0.2214
C -16.20272 -12.82169 -7.38545 1.7756 -0.5495 1.2650
C -15.01755 -13.50552 -7.17798 0.9978 -0.3059 -1.0807
C -14.00417 -13.62091 -8.22961 -1.9515 0.3356 -0.3290
O -12.97563 -14.39726 -8.15140 -0.7287 0.6411 0.4732
C -14.35464 -12.87772 -9.43793 0.6289 0.2105 -0.3259
C -13.36308 -12.68797 -10.49532 -1.3521 0.0401 0.3216
O -12.15090 -12.91634 -10.39865 -0.1541 -0.2403 -0.3413
C -15.60926 -12.19022 -9.60042 0.8648 -0.7908 2.0424
H -16.83721 -12.72932 -6.53387 -0.6787 -0.0672 0.2586
H -14.82302 -14.02358 -6.23983 -0.1094 0.1410 -0.1765
H -13.75932 -12.25948 -11.45590 0.3113 -0.1584 0.6136
H -15.85984 -11.59945 -10.41309 -0.0255 0.7476 -1.9132
C -10.09114 -15.95789 -6.01638 -0.9893 -0.2035 -1.3412
O -10.31018 -14.69879 -6.72307 -0.1606 -1.1177 0.2957
C -10.22646 -13.54512 -6.04292 0.3776 1.3761 -0.4307
C -9.90364 -13.40074 -4.70664 -0.9216 -0.7103 0.1305
C -10.05712 -12.15708 -4.12593 0.6011 0.4747 -0.2019
Br -9.93431 -11.82614 -2.28076 0.1432 -0.4232 0.3269
C -10.23769 -11.04751 -4.90495 -0.4661 1.1886 1.6833
C -10.41940 -11.11709 -6.26026 0.1561 -1.7638 -0.0694
C -10.41227 -12.38410 -6.82902 -0.3262 0.1792 -0.3696
O -10.60002 -12.54258 -8.15998 0.4264 -2.2565 0.5801
C -10.48282 -9.96439 -7.08173 -0.1091 1.8564 -1.6035
N -10.59357 -9.93108 -8.40385 0.3618 0.8176 0.4771
C -10.34849 -8.57382 -8.74513 -0.4060 -1.1108 -0.0618
C -10.19230 -7.98465 -9.98937 0.8343 1.9133 0.5283
C -9.71833 -6.65211 -10.00874 -0.8023 -0.1488 0.3528
C -9.50348 -5.93926 -8.80512 0.2764 -0.4121 0.1104
C -9.70464 -6.53300 -7.56471 -0.1638 0.5436 -1.3075
C -10.15690 -7.82570 -7.58108 0.3516 -0.4701 -0.1909
N -10.27203 -8.71720 -6.56404 -0.2761 -0.9830 0.3273
H -10.79203 -16.12102 -5.18413 0.2265 0.3772 -0.2765
H -9.06538 -15.99319 -5.73455 0.7706 -0.1917 0.4142
H -10.27548 -16.71586 -6.81048 0.2600 0.3291 0.7544
H -9.72637 -14.26986 -4.10403 0.1026 -0.2305 0.2163
H -10.31657 -10.10646 -4.34548 0.0641 -0.2934 -0.5066
H -10.78047 -11.75798 -8.67040 -0.1975 1.7249 -0.1746
H -10.35450 -8.48759 -10.90353 -0.1940 -0.6337 -0.7214
H -9.62128 -6.10786 -10.95308 0.1369 -0.4055 0.2955
H -9.08535 -4.93722 -8.77450 -0.2141 -0.0556 -0.4592
H -9.50482 -5.99081 -6.67535 0.1228 0.2885 0.7297
H -10.13465 -8.54273 -5.60000 0.1692 0.2961 0.6478
C -7.13135 -12.48673 -8.41464 -1.3279 1.1263 -1.6696
Se -7.64394 -14.36071 -8.56599 0.2679 -0.2557 -0.5910
C -6.83114 -14.75143 -10.33767 -0.7650 -0.1608 0.4463
C -7.39612 -13.92186 -11.47054 -0.8274 0.1233 1.3538
Se -9.33230 -14.03491 -11.90578 0.3030 0.2495 -0.0170
C -9.59992 -12.10558 -11.63152 0.0168 -0.3967 1.1979
H -6.23226 -12.24058 -8.99523 -0.2656 -0.2223 0.1457
H -6.95122 -12.29794 -7.39909 0.4761 0.1075 1.4764
H -7.96800 -11.76017 -8.68828 1.0097 -1.0288 0.0387
H -7.03218 -15.80606 -10.52445 0.2305 -0.0976 0.3371
H -5.75701 -14.56597 -10.23693 -0.1772 -0.1414 -0.0887
H -6.89620 -14.19723 -12.35486 0.7229 0.0953 -1.1826
H -7.28821 -12.88416 -11.18585 0.2895 0.3439 -0.5216
H -9.09370 -11.54674 -12.38414 0.4945 0.2661 -0.5871
H -9.12243 -11.92998 -10.63438 -0.7277 0.2541 -0.8059
H -10.66767 -11.86830 -11.65114 0.4010 -0.1901 0.2040



Record 2
80
Properties=species:S:1:pos:R:3:forces:R:3 method="wB97M-V/def2-TZVPD" total_charge=+1 molar_mass_da=1053.7 gap_ev=6.752 homo_energy_ev=-9.94 lumo_energy_ev=-3.184
Os -0.06325 -0.87648 1.56462 -0.5882 -0.1333 -0.8659
C 2.60956 -1.60827 2.59906 0.0596 -0.0185 -0.0230
N 1.17651 -1.85255 2.91824 0.0741 -0.0108 0.1227
C 0.82834 -1.20404 4.20033 -0.0100 0.0481 0.0325
C 0.99756 0.30174 3.96268 -0.0394 -0.0452 0.2012
N 0.57016 0.59877 2.57924 0.2015 0.2039 0.0603
C 0.60955 1.97338 2.23840 -0.0502 -0.0677 0.1314
C -0.32783 2.83461 2.80032 -0.0001 -0.1354 0.0925
F -1.21656 2.32968 3.66377 -0.1077 0.1092 -0.0590
C -0.36979 4.17653 2.49788 0.0342 0.1313 -0.1182
F -1.30628 4.95941 3.02197 0.0141 0.0149 0.0106
C 0.56185 4.69907 1.60870 -0.0909 -0.0110 0.0673
F 0.52626 5.98399 1.28805 -0.0051 0.0191 -0.0003
C 1.52798 3.87495 1.06503 0.0875 -0.0834 -0.0190
F 2.43816 4.37369 0.23058 -0.0249 0.0082 0.0082
C 1.56143 2.52875 1.39950 -0.0750 0.0902 -0.0722
F 2.54058 1.77776 0.90391 0.0385 -0.1527 -0.0880
C 0.91837 -3.29801 2.75671 0.0633 -0.0723 -0.0170
C 0.92951 -3.58092 1.24794 -0.0825 0.0288 0.0177
N 0.42941 -2.38484 0.52038 0.3264 0.2834 0.1616
C 0.76565 -2.38384 -0.85837 -0.0396 -0.0560 -0.0928
C 0.23683 -3.31370 -1.74359 -0.0665 0.0997 0.0357
F -0.67788 -4.18483 -1.31012 -0.0174 -0.0158 -0.0016
C 0.63477 -3.34980 -3.06765 0.0011 -0.0128 0.0070
F 0.09841 -4.22817 -3.90573 -0.0166 -0.0160 -0.0091
C 1.59745 -2.46301 -3.51861 0.0288 0.0148 0.0154
F 1.96932 -2.48195 -4.79095 0.0096 0.0013 -0.0290
C 2.15779 -1.54056 -2.65184 -0.0603 -0.0700 -0.0280
F 3.09306 -0.70549 -3.08174 0.0145 0.0383 0.0009
C 1.71897 -1.49912 -1.34501 -0.0284 -0.1606 0.0274
F 2.24463 -0.59891 -0.50797 0.0935 0.1680 0.1070
H 3.22966 -2.00778 3.40456 -0.0165 0.0072 0.0054
H 2.80608 -0.54843 2.46863 -0.0034 -0.0198 0.0171
H 2.86371 -2.11239 1.67124 0.0302 0.0413 0.0180
H 1.45731 -1.55873 5.02054 0.0229 0.0166 -0.0073
H -0.21558 -1.44022 4.40747 0.0351 -0.0309 0.0295
H 2.02873 0.62791 4.12428 -0.0041 -0.0013 -0.0018
H 0.36341 0.85289 4.66535 0.1006 -0.0772 -0.0654
H -0.03446 -3.53888 3.21790 -0.0678 0.0756 -0.0544
H 1.70188 -3.88044 3.24903 -0.0585 -0.0299 0.0541
H 0.28525 -4.43136 1.03072 -0.0155 -0.0203 -0.0274
H 1.92942 -3.83700 0.88821 0.0006 0.0466 0.0222
C 1.83239 3.70192 -2.99561 0.0208 0.0133 0.0189
N 1.59480 3.18097 -4.32893 0.0047 -0.0032 -0.0353
C 2.04669 3.75636 -5.50225 0.0142 0.0084 0.0548
C 1.61518 2.98103 -6.51392 -0.0516 -0.0468 -0.0070
N 0.89487 1.94375 -5.95161 0.0167 0.0110 -0.0222
C 0.29208 0.84730 -6.69063 -0.0031 -0.0086 -0.0174
C 0.88532 2.06586 -4.60800 -0.0031 0.0214 0.0293
Se 0.10011 0.90800 -3.39607 -0.0185 0.0204 -0.0442
H 2.76527 4.26026 -2.99646 -0.0047 0.0067 -0.0113
H 1.90414 2.86698 -2.30343 0.0019 -0.0137 0.0058
H 1.01686 4.35583 -2.68727 -0.0097 -0.0115 0.0055
H 2.63226 4.65768 -5.50776 -0.0022 -0.0002 0.0065
H 1.74956 3.07157 -7.57646 0.0005 -0.0039 0.0013
H -0.00430 1.20662 -7.67302 0.0146 0.0069 0.0009
H -0.57946 0.49622 -6.14539 -0.0043 0.0051 0.0010
H 0.99989 0.02593 -6.79620 -0.0047 -0.0053 0.0121
N -2.28655 1.67808 -1.11592 0.0172 0.0810 0.0230
C -1.92398 1.08602 0.02646 0.0887 0.0356 -0.0406
N -2.49756 1.48969 1.17404 0.1115 -0.0840 0.0888
O -1.05917 0.16782 -0.00509 0.0082 -0.0555 0.0738
H -2.91920 2.45883 -1.10235 -0.0086 -0.0074 -0.0094
H -1.68409 1.56589 -1.93151 0.0039 -0.0423 0.0038
H -3.25585 2.14992 1.16874 -0.0049 -0.0091 -0.0049
H -2.41328 0.88805 1.98398 0.0015 0.1383 -0.1314
C -3.52401 -1.68120 0.81195 0.0756 -0.0244 -0.0004
C -2.96430 -1.84998 2.22278 -0.1525 0.2837 -0.3574
O -1.76923 -1.17561 2.46436 0.2468 -0.3791 0.5498
C -2.80888 -3.36272 2.49684 0.0537 -0.0773 0.0863
F -1.95422 -3.88643 1.59863 0.0362 -0.0230 0.0426
F -2.31268 -3.61942 3.71720 0.0445 0.0325 -0.1009
F -3.96030 -4.02287 2.37840 0.0451 0.0653 0.0208
C -3.93707 -1.23326 3.25529 -0.0651 -0.1104 0.0386
F -3.49169 -1.34491 4.50737 -0.0311 0.0066 -0.0599
F -4.07875 0.08505 3.00221 -0.1034 -0.0397 0.0952
F -5.14594 -1.78971 3.18499 -0.0146 0.0843 0.0297
H -2.77447 -2.01347 0.09422 -0.0259 -0.0063 -0.0117
H -3.74894 -0.63429 0.62935 -0.0562 -0.0559 -0.0072
H -4.43140 -2.26514 0.67738 -0.0098 -0.0187 0.0063



Record 3
79
Properties=species:S:1:pos:R:3:forces:R:3 method="wB97M-V/def2-TZVPD" total_charge=+2 molar_mass_da=1087.3 gap_ev="6.635 / 6.094" spin_multiplicity=2 homo_energy_ev="-14.03 / -14.03" lumo_energy_ev="-7.390 / -7.932"
Ta 0.09882 0.26403 0.18334 0.5829 -0.3249 -0.7914
C 2.71560 2.13686 -1.04976 0.0009 -0.0437 0.0179
N 1.23551 2.06372 -1.05942 -0.2875 -0.0966 0.1011
C 0.75724 1.89102 -2.45827 -0.0158 -0.0204 0.0351
C -0.72191 1.56840 -2.44365 -0.0469 -0.0590 0.0136
N -0.99175 0.51195 -1.44593 -0.4941 0.0126 0.3664
C -2.14098 -0.28097 -1.71555 0.1534 -0.1100 0.0536
C -3.32723 0.20552 -2.25770 -0.0110 -0.0026 -0.0179
F -3.45974 1.49845 -2.55707 0.0173 -0.0009 0.0002
C -4.41421 -0.62780 -2.47727 0.0002 -0.0231 0.0171
F -5.51937 -0.12878 -2.99914 -0.0051 -0.0051 -0.0006
C -4.35717 -1.97065 -2.13229 0.0325 0.0296 0.0019
F -5.39676 -2.75532 -2.33072 -0.0029 0.0001 -0.0021
C -3.19808 -2.47562 -1.56140 -0.0074 0.0447 -0.0171
F -3.10786 -3.74719 -1.20485 -0.0036 -0.0140 0.0088
C -2.13325 -1.62314 -1.37147 0.0479 0.0543 -0.0124
F -1.00800 -2.09658 -0.77672 -0.0650 0.0442 -0.0760
C 0.70701 3.35741 -0.54446 -0.0082 -0.0233 0.0688
C 0.55961 3.22445 0.94098 -0.0259 -0.0400 -0.0961
N -0.17851 1.95792 1.16557 0.1522 -0.0269 0.3293
C -1.25481 2.14868 2.10019 0.0460 0.0569 0.0232
C -2.58340 2.01783 1.72192 -0.0011 0.1752 -0.0188
F -2.87412 1.61211 0.48057 -0.0371 -0.0955 -0.0421
C -3.62356 2.34531 2.57402 0.0706 0.1047 0.0022
F -4.87387 2.19602 2.17513 -0.0027 -0.0166 0.0114
C -3.34115 2.82691 3.84219 0.0659 0.0119 -0.0877
F -4.31815 3.12609 4.67001 -0.0351 0.0015 0.0258
C -2.01898 2.98283 4.24285 -0.0246 -0.0579 -0.0322
F -1.73908 3.42657 5.45507 0.0058 0.0122 0.0225
C -1.00035 2.64661 3.37403 -0.0668 -0.1794 0.0466
F 0.27075 2.78604 3.77076 -0.0462 0.1046 0.0147
H 3.04396 3.00660 -1.62178 0.0039 -0.0002 0.0025
H 3.14100 1.24977 -1.50609 -0.0148 0.0239 0.0282
H 3.08462 2.24081 -0.02852 -0.0073 -0.0058 -0.0010
H 1.31785 1.08167 -2.91534 0.0041 0.0234 -0.0064
H 0.95136 2.80463 -3.02735 -0.0143 0.0146 0.0147
H -1.02433 1.21079 -3.42860 0.0448 -0.0151 -0.0065
H -1.32993 2.44559 -2.22420 -0.0025 0.0120 -0.0409
H -0.27363 3.53585 -0.97662 -0.0054 0.0090 -0.0018
H 1.36296 4.18029 -0.83362 0.0266 -0.0190 -0.0038
H -0.00748 4.05890 1.34978 -0.0167 -0.0150 -0.0105
H 1.52375 3.21761 1.45241 -0.0061 0.0040 0.0050
C 2.00049 -2.12357 -5.71275 -0.0023 0.0007 0.0071
C 1.14828 -2.53641 -4.51188 -0.0099 -0.0035 -0.0072
C 1.63361 -1.94452 -3.23095 -0.0140 0.0588 -0.0063
N 0.93336 -1.19805 -2.46308 -0.0076 -0.0132 0.0095
N 1.61337 -0.76260 -1.32249 -0.2178 -0.2352 0.1073
C 2.86385 -1.21610 -1.30257 -0.0364 -0.0065 0.0755
N 3.79420 -0.95440 -0.37806 0.0139 0.0652 0.0646
S 3.26459 -2.18817 -2.66405 0.0414 -0.0328 0.0219
H 1.59005 -2.55637 -6.62227 0.0010 -0.0029 -0.0034
H 3.02875 -2.47605 -5.61832 0.0031 -0.0010 -0.0019
H 2.01858 -1.04000 -5.83070 -0.0010 0.0025 -0.0014
H 1.14325 -3.62448 -4.41163 -0.0096 -0.0001 0.0032
H 0.11312 -2.21660 -4.63239 0.0003 -0.0037 0.0027
H 3.56827 -0.44564 0.45808 -0.0350 -0.0437 0.0081
H 4.70388 -1.38125 -0.43466 -0.0007 0.0113 -0.0095
F -0.80018 -0.25622 4.07487 0.0333 0.0728 -0.1819
Sb -2.07060 -1.53734 3.58269 0.0383 -0.1431 0.3560
F -0.62627 -2.68057 3.25452 0.0624 0.0130 -0.0976
F -1.17422 -0.66258 1.29352 0.1067 0.6887 -0.2353
F -2.50669 -2.28572 5.20508 -0.0742 0.0208 -0.1613
F -3.36625 -0.20135 3.57058 0.1357 -0.1496 -0.0683
F -2.99597 -2.42146 2.24412 -0.0530 -0.0279 -0.0429
C 2.39714 0.86412 2.94215 0.0272 -0.0259 -0.0078
C 2.24097 -0.55115 2.55910 0.0261 0.0244 0.0266
C 2.84602 -1.63179 3.26550 -0.0232 -0.0176 0.0318
C 2.45809 -2.77153 2.63826 -0.0393 0.0084 0.0088
C 1.61677 -2.39059 1.55054 -0.0366 -0.0809 -0.0379
C 0.91064 -3.37273 0.70241 0.0888 0.0422 -0.0340
N 1.51582 -1.01215 1.48891 -0.2325 0.2271 0.3063
H 3.43423 1.06895 3.21276 0.0068 -0.0044 0.0194
H 1.78990 1.07389 3.82867 0.0296 -0.0462 -0.0464
H 2.07892 1.54693 2.16317 0.0401 0.0154 -0.0089
H 3.46337 -1.52377 4.14299 0.0187 0.0080 -0.0053
H 2.68411 -3.79229 2.90182 0.0154 -0.0051 -0.0111
H 1.36415 -4.35306 0.83151 0.0123 0.0073 -0.0059
H 0.90083 -3.11663 -0.35379 0.0783 0.0209 -0.0251
H -0.13080 -3.44998 1.02732 0.0123 0.0111 0.0053